Density functional theory data (ωB97M-V/def2-TZVPD) for C46H50AsCsN8O6STe as an isolated structure at a distorted geometry.

Positions of all 114 atoms, in Å:
Cs  0.721  0.719  -0.023
O  -0.864  8.790  3.372
N  -1.291  8.062  2.433
O  -2.103  8.522  1.574
C  -0.848  6.748  2.362
C  0.060  6.326  3.326
C  0.571  5.012  3.339
C  1.522  4.575  4.292
C  1.992  3.290  4.254
C  1.503  2.428  3.261
N  0.623  2.805  2.356
C  0.162  4.066  2.379
C  -0.794  4.484  1.350
N  -1.154  3.551  0.446
C  -1.995  3.883  -0.514
C  -2.540  5.155  -0.633
C  -2.192  6.117  0.289
C  -1.294  5.812  1.328
H  0.373  7.039  4.073
H  1.864  5.276  5.046
H  2.716  2.928  4.972
H  1.838  1.395  3.216
H  -2.248  3.099  -1.226
H  -3.224  5.385  -1.440
H  -2.589  7.116  0.236
O  1.833  2.845  -5.742
C  0.709  2.174  -5.864
O  0.058  2.160  -6.888
C  0.251  1.397  -4.675
C  -0.935  0.703  -4.664
N  -1.017  0.099  -3.468
N  0.039  0.349  -2.685
C  0.827  1.144  -3.401
C  2.137  1.623  -2.805
O  2.800  2.429  -3.497
O  2.442  1.172  -1.678
H  2.242  2.706  -4.812
H  -1.699  0.620  -5.417
H  -1.779  -0.460  -3.115
N  -3.198  1.480  2.128
H  -2.652  1.539  2.983
H  -2.733  2.088  1.460
H  -3.049  0.526  1.811
C  4.236  -1.393  -2.594
C  2.841  -1.934  -2.899
As  1.790  -2.397  -1.283
C  0.382  -3.429  -2.243
C  0.803  -4.426  -3.318
C  2.956  -3.913  -0.792
C  2.259  -4.990  0.035
H  4.789  -1.211  -3.520
H  4.815  -2.096  -1.993
H  4.180  -0.447  -2.059
H  2.925  -2.839  -3.501
H  2.263  -1.208  -3.475
H  -0.279  -2.670  -2.674
H  -0.204  -3.928  -1.471
H  1.227  -3.931  -4.191
H  -0.054  -5.011  -3.664
H  1.550  -5.132  -2.947
H  3.773  -3.472  -0.217
H  3.382  -4.331  -1.707
H  1.921  -4.600  0.996
H  2.936  -5.823  0.245
H  1.383  -5.397  -0.475
C  5.631  2.005  1.717
C  4.887  0.712  1.780
C  4.633  -0.157  2.815
C  3.800  -1.161  2.265
N  3.568  -0.925  0.983
N  4.253  0.203  0.705
C  3.203  -2.350  2.942
H  6.621  1.906  2.162
H  5.093  2.788  2.255
H  5.751  2.336  0.686
H  4.971  -0.070  3.835
H  4.116  0.646  -0.194
H  3.953  -3.124  3.124
H  2.407  -2.764  2.325
H  2.750  -2.067  3.892
C  -4.921  0.833  -4.992
C  -4.714  -0.505  -4.671
C  -4.390  -0.870  -3.375
C  -4.264  0.095  -2.374
C  -4.483  1.430  -2.703
C  -4.805  1.798  -4.002
C  -3.886  -0.261  -0.982
C  -3.458  -1.430  -0.591
C  -2.994  -2.448  0.224
C  -3.902  -3.398  0.771
C  -3.442  -4.426  1.557
C  -2.076  -4.554  1.836
C  -1.181  -3.628  1.321
C  -1.621  -2.585  0.531
H  -5.162  1.120  -6.008
H  -4.804  -1.266  -5.437
H  -4.233  -1.912  -3.119
H  -4.385  2.186  -1.932
H  -4.955  2.842  -4.242
H  -3.981  0.548  -0.251
H  -4.960  -3.280  0.572
H  -4.147  -5.124  1.992
H  -1.725  -5.341  2.490
H  -0.134  -3.676  1.588
H  -0.918  -1.849  0.161
Te  -0.540  -0.901  3.651
C  -0.975  -2.786  4.467
C  -2.176  -3.288  4.905
C  -2.118  -4.642  5.349
C  -0.872  -5.183  5.243
S  0.222  -4.021  4.603
H  -3.077  -2.691  4.895
H  -2.972  -5.188  5.730
H  -0.544  -6.175  5.509

Forces on atoms 1 to 2 (eV/Å):
-1.712 -0.101 3.240
0.008 0.017 0.002

Results
Multiplicity: 1
Charge: -2
ΔE to the lowest compared entry with this formula, charge and spin (eV): 0.149
Calculated total energy (Eh): -5594.50553
Gap between HOMO and LUMO (spin up / spin down) (Ha): 0.19254 / 0.14961
Highest occupied orbital energy (spin up / spin down) (Eh): -0.072 / -0.040
Max |F| (Eh/bohr): 0.071